#i
Molecular formula: C7H12N
Method: DFT, ωB97M-V/def2-TZVPD

LUMO: -4.681 eV
structure (SMILES): C=[N+]=CC(C)=C(C)C
frontier orbital gap: 8.82 eV
E_HOMO: -13.5 eV
net charge: +1

CARTESIAN COORDINATES (ANGSTROEM)
C -1.24 1.13 -0.06
C 0.15 0.85 0.13
C -3.27 -0.24 0.03
C 0.61 -0.41 0.00
C 0.98 2.07 0.49
C -0.35 -1.57 -0.03
C 1.98 -0.87 -0.19
N -2.22 0.36 -0.12
H -1.55 2.13 -0.06
H -3.90 -0.81 -0.61
H -3.43 -0.42 1.10
H 0.84 2.89 -0.26
H 2.00 1.79 0.57
H 0.62 2.51 1.34
H -1.21 -1.43 0.62
H 0.12 -2.46 0.15
H -0.90 -1.70 -1.01
H 2.19 -1.64 -0.92
H 2.44 -1.24 0.83
H 2.59 -0.11 -0.53

***

#ii
Molecular formula: C7H12N
Method: DFT, ωB97M-V/def2-TZVPD

LUMO (alpha / beta): -6.740 / -6.740 eV
frontier orbital gap (alpha / beta): 6.67 / 6.67 eV
E_HOMO (alpha / beta): -13.4 / -13.4 eV
net charge: +1

CARTESIAN COORDINATES (ANGSTROEM)
C -2.38 -1.61 2.65
C -1.26 -1.43 2.07
C 0.63 -0.76 0.38
C -0.35 -1.14 1.25
C 1.44 1.60 -0.30
C -0.97 0.74 -0.56
C 0.45 0.40 -0.71
N 0.88 -0.04 -1.98
H -2.93 -0.88 3.36
H 1.05 -1.62 -0.31
H 1.57 -0.24 0.79
H 1.75 2.35 -0.95
H 2.43 1.14 -0.09
H 1.12 1.98 0.69
H -1.21 1.52 -1.23
H -1.17 1.28 0.36
H -1.68 -0.05 -0.83
H -3.02 -2.49 2.26
H 1.96 -0.13 -1.94
H 0.31 -0.72 -2.43

***

Most stable = #i

***

#i
Molecular formula: C3H4BrNO
Method: DFT, ωB97M-V/def2-TZVPD

LUMO: -0.184 eV
frontier orbital gap: 7.76 eV
E_HOMO: -7.9 eV
net charge: 0

CARTESIAN COORDINATES (ANGSTROEM)
C -0.38 1.28 -0.12
C -1.32 -0.75 0.07
C 0.86 0.56 0.26
N 0.93 -0.75 -0.40
O -0.32 -1.42 -0.39
Br -2.91 -1.66 0.06
H -0.77 1.90 0.69
H 1.71 1.14 -0.12
H 1.02 0.38 1.33
H 1.18 -0.68 -1.39

***

#ii
Molecular formula: C3H4BrNO
Method: DFT, ωB97M-V/def2-TZVPD

LUMO: 0.753 eV
structure (SMILES): O=C1C[C@@H](Br)N1
frontier orbital gap: 10.93 eV
E_HOMO: -10.2 eV
net charge: 0

CARTESIAN COORDINATES (ANGSTROEM)
C 0.65 -1.09 -0.70
C -0.51 -0.63 0.11
C 0.31 0.54 0.50
N 1.31 0.03 -0.36
O 0.92 -2.06 -1.39
Br 0.72 0.86 2.34
H -1.25 -0.30 -0.56
H -0.84 -1.32 0.82
H -0.02 1.59 0.15
H 2.21 0.43 -0.61

***

#iii
Molecular formula: C3H4BrNO
Method: DFT, ωB97M-V/def2-TZVPD

LUMO: 0.804 eV
structure (SMILES): O=C1C[C@@H](Br)N1
frontier orbital gap: 11.00 eV
E_HOMO: -10.2 eV
net charge: 0

CARTESIAN COORDINATES (ANGSTROEM)
C -1.13 -0.98 0.18
C -0.25 0.15 0.90
C 0.71 -0.05 -0.25
N -0.05 -1.26 -0.62
O -2.16 -1.57 0.30
Br 2.60 -0.31 0.08
H -0.57 1.19 0.98
H 0.30 -0.06 1.87
H 0.80 0.51 -1.20
H 0.27 -1.91 -1.33

***

Most stable = #ii

***

#i
Molecular formula: CH3NO2S
Method: DFT, ωB97M-V/def2-TZVPD

LUMO: 0.301 eV
structure (SMILES): CS[N+](=O)[O-]
frontier orbital gap: 10.56 eV
E_HOMO: -10.3 eV
net charge: 0

CARTESIAN COORDINATES (ANGSTROEM)
C 1.11 -0.19 0.03
N -1.56 0.14 -0.07
O -1.01 1.17 -0.38
O -2.71 -0.11 -0.05
S -0.39 -1.19 0.24
H 2.01 -0.70 0.37
H 1.31 0.67 0.85
H 1.24 0.21 -0.99

***

#ii
Molecular formula: CH3NO2S
Method: DFT, ωB97M-V/def2-TZVPD

LUMO: -1.558 eV
frontier orbital gap: 8.56 eV
E_HOMO: -10.1 eV
net charge: 0

CARTESIAN COORDINATES (ANGSTROEM)
C 0.60 0.95 -0.43
N 1.01 1.12 0.77
O -0.50 -1.56 -1.09
O -0.81 -1.46 1.32
S -1.41 -1.50 0.03
H -0.34 0.56 -0.71
H 1.18 0.92 -1.32
H 0.27 0.98 1.43

***

#iii
Molecular formula: CH3NO2S
Method: DFT, ωB97M-V/def2-TZVPD

LUMO: 0.005 eV
frontier orbital gap: 10.49 eV
E_HOMO: -10.5 eV
net charge: 0

CARTESIAN COORDINATES (ANGSTROEM)
C 0.49 -0.75 1.15
N 0.25 0.29 0.46
O -0.80 -0.61 -1.79
O -1.07 1.82 -1.78
S -0.19 0.66 -1.93
H 0.97 -1.57 0.56
H 0.46 -0.91 2.27
H -0.10 1.07 1.06

***

Most stable = #iii

***

#i
Molecular formula: C7H12N2O6
Method: DFT, ωB97M-V/def2-TZVPD

LUMO: 0.502 eV
structure (SMILES): N#CN[C@@]1(O)O[C@@H](CO)[C@H](O)[C@@H](O)[C@@H]1O
frontier orbital gap: 10.70 eV
E_HOMO: -10.2 eV
net charge: 0

CARTESIAN COORDINATES (ANGSTROEM)
C 0.33 1.44 -3.38
C -0.69 0.71 1.31
C 0.31 -0.51 1.41
C -0.18 1.64 0.10
C 0.18 -1.39 0.13
C -0.30 0.71 -1.10
C 1.29 -2.49 0.21
N -0.32 1.39 -4.27
N 0.83 1.45 -2.18
O 0.24 -0.55 -1.04
O -0.84 1.51 2.44
O -0.09 -1.31 2.46
O -0.92 2.79 0.04
O -1.63 0.75 -1.61
O 0.83 -3.60 0.89
H -1.80 0.44 0.95
H 1.30 -0.03 1.57
H 0.84 1.85 0.23
H -0.68 -1.95 0.20
H 2.25 -1.93 0.44
H 1.43 -2.98 -0.82
H 1.59 0.93 -1.86
H -1.10 2.40 2.16
H -0.22 -0.82 3.27
H -1.43 2.62 -0.76
H -1.74 0.44 -2.52
H 0.53 -3.49 1.74

***

#ii
Molecular formula: C7H12N2O6
Method: DFT, ωB97M-V/def2-TZVPD

LUMO: 0.509 eV
structure (SMILES): N[C@@H](CC(=O)O)C(=O)N[C@@H](CO)C(=O)O
frontier orbital gap: 10.25 eV
E_HOMO: -9.7 eV
net charge: 0

CARTESIAN COORDINATES (ANGSTROEM)
C -0.15 1.15 0.11
C -0.84 -0.10 0.72
C 0.30 2.03 1.29
C 1.04 1.32 2.37
C -0.28 -1.74 -1.08
C 1.14 -1.65 -0.51
C -0.32 -1.13 -2.52
H -1.21 1.30 -1.57
H -1.74 2.32 -0.49
H 0.78 0.77 -0.39
H 0.89 2.86 0.95
H -0.63 2.50 1.56
H 1.74 1.61 4.10
H -1.61 -1.94 0.51
H -0.59 -2.81 -1.21
H 0.27 -0.18 -2.55
H 0.03 -1.85 -3.29
H -2.04 -0.61 -2.06
H 2.07 -2.59 0.81
N -0.84 1.93 -0.89
N -1.28 -1.19 -0.15
O -1.03 -0.08 1.89
O 1.81 0.41 2.21
O 0.98 1.96 3.58
O 1.98 -0.92 -0.93
O -1.66 -0.84 -2.92
O 1.19 -2.54 0.45

***

Most stable = #ii